No. 1
Molecular formula: C2H2OS
Method: DFT, ωB97M-V/def2-TZVPD

ΔE to the lowest compared entry with this formula, charge and spin = 1.836 eV
E_tot = -550.72077 a.u.
M = 74.1 g mol⁻¹
lowest unoccupied orbital energy (alpha / beta) = -0.0159 / -0.0158 hartree

Structure (ORCA input):
```
! wB97M-V def2-TZVPD RIJCOSX def2/J DEFGRID3
* xyz 0 1
C 1.44 -0.22 0.01
C -0.94 0.41 0.00
O 1.55 -1.38 0.00
S 0.57 1.18 0.00
H -1.29 -0.02 -0.92
H -1.32 0.03 0.92
*
```



No. 2
Molecular formula: C4H10FN
Method: DFT, ωB97M-V/def2-TZVPD

ΔE to the lowest compared entry with this formula, charge and spin = 5.218 eV
E_tot = -312.82717 a.u.
M = 91.1 g mol⁻¹
lowest unoccupied orbital energy (alpha / beta) = -0.1067 / -0.1064 hartree

Structure (ORCA input):
```
! wB97M-V def2-TZVPD RIJCOSX def2/J DEFGRID3
* xyz 0 1
C -1.08 -0.88 -0.35
C 0.63 -0.24 1.38
C 0.05 1.26 -0.59
C 0.30 -0.15 -0.23
N 1.21 -0.88 -1.02
F 3.22 -0.10 -0.11
H -1.27 -1.08 -1.36
H -1.10 -1.85 0.24
H -1.81 -0.07 0.01
H -0.33 -0.31 1.87
H 1.29 0.59 1.82
H 1.32 -1.14 1.58
H -0.44 1.67 0.34
H 1.08 1.69 -0.80
H -0.62 1.33 -1.38
H 1.69 -0.22 -1.67
*
```



No. 3
Molecular formula: C2H12O3S
Method: DFT, ωB97M-V/def2-TZVPD

ΔE to the lowest compared entry with this formula, charge and spin = 0.601 eV
E_tot = -707.28245 a.u.
SMILES = CCS.O.O.O
M = 116.2 g mol⁻¹
lowest unoccupied orbital energy = 0.0144 hartree

Structure (ORCA input):
```
! wB97M-V def2-TZVPD RIJCOSX def2/J DEFGRID3
* xyz 0 1
C 1.82 0.27 1.76
C 0.45 0.12 1.15
S -0.75 1.42 1.70
H 2.16 1.30 1.69
H 1.90 -0.04 2.80
H 2.51 -0.33 1.18
H -0.02 -0.82 1.40
H 0.46 0.28 0.08
H -0.41 1.67 2.97
O 0.03 -2.00 -2.67
H -0.43 -2.16 -3.51
H 0.92 -1.82 -2.97
O 0.25 3.69 -1.76
H -0.20 4.48 -1.47
H 0.07 2.97 -1.16
O -1.03 -4.54 -1.18
H -0.96 -3.72 -1.67
H -1.06 -4.25 -0.26
*
```



No. 4
Molecular formula: C50H48GeN3P2STc
Method: DFT, ωB97M-V/def2-TZVPD

E_tot = -5336.70082 a.u.
M = 955.6 g mol⁻¹
lowest unoccupied orbital energy (alpha / beta) = -0.1085 / -0.0994 hartree

Structure (ORCA input):
```
! wB97M-V def2-TZVPD RIJCOSX def2/J DEFGRID3
* xyz 1 2
Tc -1.51 0.08 -0.03
C 2.81 5.67 2.84
S 3.84 4.34 2.16
C 3.51 2.98 3.34
C 2.69 1.86 2.72
C 1.31 2.33 2.28
N 0.53 1.32 1.57
P -0.80 0.51 2.28
C -0.20 0.07 3.94
C 0.46 -1.15 4.09
C 1.02 -1.48 5.31
C 0.90 -0.62 6.38
C 0.21 0.57 6.25
C -0.35 0.92 5.03
C -2.06 1.76 2.69
C -1.93 3.14 2.56
C -2.99 3.97 2.87
C -4.19 3.43 3.31
C -4.34 2.06 3.41
C -3.28 1.23 3.10
P 0.82 0.58 0.00
C 1.15 2.00 -1.09
C 2.20 2.88 -0.85
C 2.37 3.99 -1.66
C 1.53 4.19 -2.74
C 0.50 3.30 -3.00
C 0.30 2.21 -2.17
C 2.47 -0.20 0.09
C 3.30 -0.19 -1.03
C 4.50 -0.88 -1.01
C 4.87 -1.61 0.11
C 4.04 -1.64 1.22
C 2.84 -0.96 1.20
H 3.15 6.59 2.37
H 2.97 5.73 3.92
H 1.76 5.50 2.61
H 3.02 3.40 4.21
H 4.49 2.59 3.63
H 2.58 1.05 3.45
H 3.23 1.46 1.87
H 1.43 3.20 1.63
H 0.74 2.63 3.17
H 0.53 -1.82 3.24
H 1.54 -2.42 5.42
H 1.34 -0.88 7.34
H 0.09 1.23 7.10
H -0.89 1.85 4.93
H -1.00 3.57 2.21
H -2.88 5.04 2.77
H -5.02 4.09 3.56
H -5.28 1.63 3.73
H -3.38 0.15 3.15
H 2.90 2.70 -0.04
H 3.17 4.68 -1.44
H 1.68 5.05 -3.38
H -0.14 3.45 -3.86
H -0.51 1.50 -2.36
H 3.02 0.38 -1.91
H 5.15 -0.86 -1.88
H 5.80 -2.15 0.12
H 4.33 -2.20 2.09
H 2.18 -0.99 2.05
C -1.82 -1.44 -1.14
Ge -1.11 -2.71 -2.42
C -2.18 -4.38 -2.62
C -2.77 -4.97 -1.52
C -3.41 -6.19 -1.63
C -3.45 -6.84 -2.85
C -2.85 -6.26 -3.95
C -2.22 -5.04 -3.84
C 0.67 -3.22 -1.71
C 0.83 -3.29 -0.33
C 1.99 -3.80 0.20
C 3.01 -4.24 -0.64
C 2.86 -4.14 -2.01
C 1.69 -3.63 -2.54
C -1.03 -1.67 -4.09
C 0.08 -0.87 -4.35
C 0.12 -0.08 -5.48
C -0.95 -0.08 -6.37
C -2.06 -0.86 -6.10
C -2.10 -1.64 -4.96
H -2.73 -4.45 -0.56
H -3.86 -6.64 -0.76
H -3.94 -7.80 -2.93
H -2.88 -6.77 -4.91
H -1.75 -4.60 -4.71
H 0.02 -2.94 0.30
H 2.11 -3.88 1.27
H 3.90 -4.67 -0.22
H 3.66 -4.47 -2.66
H 1.58 -3.55 -3.62
H 0.91 -0.87 -3.65
H 0.98 0.54 -5.68
H -0.91 0.52 -7.27
H -2.90 -0.85 -6.78
H -2.98 -2.24 -4.73
N -4.32 0.49 -1.21
C -5.17 1.46 -1.57
C -4.64 2.65 -1.11
C -3.44 2.30 -0.48
N -3.26 0.98 -0.55
H -4.35 -0.51 -1.40
H -6.07 1.27 -2.12
H -5.04 3.64 -1.21
H -2.74 2.95 0.00
*
```



No. 5
Molecular formula: C38H62N2O8TeY
Method: DFT, ωB97M-V/def2-TZVPD

E_tot = -2502.53135 a.u.
M = 891.4 g mol⁻¹
lowest unoccupied orbital energy (alpha / beta) = -0.1506 / -0.1726 hartree

Structure (ORCA input):
```
! wB97M-V def2-TZVPD RIJCOSX def2/J DEFGRID3
* xyz 2 2
Y -1.48 0.21 -0.72
C -0.70 -1.60 -3.76
C -0.01 -0.26 -3.79
O -0.88 0.74 -3.26
C -1.81 1.30 -4.18
C -2.92 1.87 -3.35
O -3.38 0.90 -2.40
C -4.16 -0.15 -2.95
C -4.63 -1.00 -1.81
O -3.52 -1.43 -0.99
C -3.08 -2.77 -1.22
C -2.21 -2.87 -2.44
O -1.29 -1.78 -2.46
H -1.50 -1.65 -4.51
H 0.02 -2.39 -3.98
H 0.88 -0.25 -3.17
H 0.29 -0.01 -4.81
H -1.33 2.09 -4.77
H -2.17 0.53 -4.87
H -2.56 2.71 -2.76
H -3.75 2.21 -3.98
H -5.03 0.27 -3.47
H -3.57 -0.73 -3.67
H -5.28 -0.42 -1.16
H -5.18 -1.86 -2.17
H -2.53 -3.04 -0.32
H -3.93 -3.44 -1.31
H -1.67 -3.83 -2.43
H -2.81 -2.85 -3.36
C -0.11 -3.24 0.15
O -0.57 -1.96 0.59
C -1.06 -1.99 1.94
C -0.64 -0.73 2.62
O -1.15 0.36 1.85
C -0.86 1.62 2.48
H 0.72 -3.56 0.77
H 0.23 -3.13 -0.87
H -0.91 -3.99 0.22
H -0.65 -2.84 2.48
H -2.15 -2.09 1.93
H 0.45 -0.65 2.67
H -1.05 -0.70 3.64
H -1.39 1.69 3.43
H -1.18 2.40 1.80
H 0.22 1.70 2.65
O -2.86 1.74 0.20
C -3.81 2.01 0.98
C -4.68 0.90 1.51
C -5.22 1.09 2.93
C -6.48 1.95 2.99
C -6.38 3.19 2.10
C -5.03 3.87 2.19
N -4.00 3.27 1.32
H -4.08 -0.01 1.43
H -5.52 0.78 0.81
H -4.43 1.51 3.56
H -5.44 0.10 3.34
H -6.66 2.25 4.02
H -7.34 1.36 2.68
H -7.15 3.91 2.39
H -6.58 2.94 1.05
H -4.66 3.88 3.22
H -5.10 4.91 1.88
H -3.34 3.90 0.90
C 0.23 3.27 -1.88
C 0.95 1.96 -1.64
O 2.02 1.77 -2.22
N 0.43 1.10 -0.71
Te 2.13 -0.50 -0.59
C 4.14 -0.99 -1.24
C 4.30 -2.28 -1.77
C 3.14 -3.13 -2.26
C 5.58 -2.82 -1.88
C 6.70 -2.11 -1.49
C 8.08 -2.71 -1.59
C 6.52 -0.80 -1.04
C 5.27 -0.23 -0.91
C 5.17 1.22 -0.49
C 2.74 0.06 1.37
C 3.10 -1.02 2.21
C 3.38 -2.42 1.73
C 3.30 -0.77 3.57
C 3.17 0.49 4.12
C 3.39 0.73 5.59
C 2.89 1.54 3.25
C 2.68 1.36 1.89
C 2.50 2.61 1.07
H 0.17 3.48 -2.95
H 0.83 4.06 -1.43
H -0.76 3.30 -1.43
H 2.26 -2.53 -2.51
H 2.84 -3.88 -1.52
H 3.44 -3.67 -3.16
H 5.69 -3.82 -2.29
H 8.04 -3.77 -1.82
H 8.62 -2.58 -0.65
H 8.66 -2.21 -2.37
H 7.39 -0.21 -0.78
H 6.05 1.76 -0.83
H 5.12 1.32 0.60
H 4.30 1.69 -0.93
H 2.84 -2.69 0.82
H 3.12 -3.15 2.51
H 4.44 -2.54 1.50
H 3.58 -1.60 4.21
H 3.24 -0.18 6.16
H 2.71 1.49 5.97
H 4.40 1.08 5.78
H 2.86 2.55 3.65
H 3.22 3.36 1.40
H 1.50 3.03 1.20
H 2.67 2.44 0.01
*
```



No. 6
Molecular formula: C4H12O3
Method: DFT, ωB97M-V/def2-TZVPD

ΔE to the lowest compared entry with this formula, charge and spin = 1.508 eV
E_tot = -385.26634 a.u.
SMILES = CCCC=O.O.O
M = 108.1 g mol⁻¹
lowest unoccupied orbital energy = 0.0160 hartree

Structure (ORCA input):
```
! wB97M-V def2-TZVPD RIJCOSX def2/J DEFGRID3
* xyz 0 1
C 1.05 0.45 0.94
C 1.15 -0.01 -0.51
C -0.01 -0.60 -1.28
C -1.26 0.32 -0.96
O -1.83 0.89 -1.85
H 2.06 0.54 1.39
H 0.46 -0.07 1.66
H 0.61 1.46 0.89
H 1.88 -0.83 -0.48
H 1.36 0.84 -1.15
H -0.47 -1.54 -0.83
H 0.18 -0.67 -2.41
H -1.67 0.25 0.08
O -2.56 -4.24 1.27
H -3.47 -3.87 1.27
H -2.06 -3.62 0.71
O 3.00 3.41 1.45
H 3.90 3.56 1.28
H 2.78 2.50 1.56
*
```